[1]
104
Properties=species:S:1:pos:R:3:lowdin_charge:R:1 method="wB97M-V/def2-TZVPD" spin_multiplicity=1 total_charge=+3 homo_lumo_gap_ev="5.833 / 5.911" homo_ev="-15.44 / -15.47" energy_ha=-2469.18651 max_force_ha_per_bohr=0.0396 lumo_ha="-0.35306 / -0.35128" molar_mass_da=854.92
Ta -0.60416 0.56044 -0.13452 2.05
N -2.32033 -0.96157 -0.82779 -0.06
C -2.58487 -0.98089 -2.28124 -0.18
C -1.22291 -1.06660 -2.92359 -0.15
N -0.42328 0.10357 -2.50413 -0.13
C -0.52996 1.25850 -3.42070 -0.14
C -1.60388 2.21238 -2.95085 -0.20
N -1.23379 2.57850 -1.58553 -0.02
H -3.17129 -0.70388 -0.34366 0.03
H -2.09390 -1.91515 -0.54192 0.08
H -3.22062 -1.81765 -2.57619 0.15
H -3.10951 -0.06662 -2.54707 0.09
H -0.70438 -1.96154 -2.57135 0.13
H -1.29372 -1.14089 -4.01016 0.14
H 0.56117 -0.19742 -2.50471 0.07
H 0.43470 1.77016 -3.42168 0.12
H -0.71909 0.92295 -4.44261 0.14
H -1.66379 3.06821 -3.62874 0.15
H -2.58151 1.73794 -2.94373 0.09
H -0.41418 3.18073 -1.61765 0.11
H -1.96597 3.08599 -1.10446 0.07
C -0.06113 2.93759 3.89637 0.02
C -0.52768 2.02342 2.82552 -0.21
N -0.02107 1.94520 1.64008 -0.02
N 0.98359 2.85531 1.39554 0.12
C 1.39092 2.72687 0.18540 -0.33
O 0.84314 1.74484 -0.55949 -0.33
C 2.33876 3.62026 -0.46859 -0.15
C 2.62303 3.48482 -1.82886 -0.04
C 3.49561 4.36458 -2.44447 -0.05
C 4.09022 5.37721 -1.70180 -0.02
C 3.81432 5.51172 -0.34565 -0.03
C 2.93853 4.64188 0.27435 0.00
C -1.68607 1.15068 3.03508 -0.20
C -2.32854 1.05607 4.26438 0.05
C -3.42845 0.22682 4.38974 0.02
C -3.85804 -0.46577 3.26968 -0.01
C -3.16136 -0.30951 2.08480 -0.16
N -2.08713 0.47387 1.94476 -0.01
H 0.91107 3.35667 3.66237 0.09
H -0.00875 2.41074 4.84825 0.10
H -0.77696 3.75670 4.00954 0.12
H 2.16753 2.69341 -2.40367 0.07
H 3.71730 4.26406 -3.49783 0.12
H 4.77081 6.06663 -2.18151 0.12
H 4.28620 6.29753 0.22613 0.12
H 2.71738 4.74419 1.32725 0.12
H -1.97708 1.62765 5.10955 0.13
H -3.93588 0.12355 5.33908 0.14
H -4.71579 -1.12227 3.30570 0.14
H -3.49758 -0.84946 1.21753 0.10
C -4.73831 3.19394 -1.36276 -0.21
S -4.47147 1.65457 -0.49317 0.93
C -5.39956 2.06349 0.98274 -0.20
O -2.99664 1.61081 -0.08116 -0.67
H -4.31951 4.00668 -0.77057 0.08
H -5.81349 3.32838 -1.47879 0.09
H -4.28567 3.14012 -2.34653 0.05
H -6.44161 1.79864 0.80751 0.08
H -5.30498 3.12264 1.21234 0.08
H -4.99999 1.46161 1.79447 0.04
C 4.33345 -3.98429 -2.18682 -0.02
C 3.65732 -2.64855 -2.09048 -0.22
C 4.06696 -1.58436 -2.87588 0.03
C 3.45796 -0.34784 -2.76247 -0.23
C 3.95461 0.81220 -3.57741 -0.02
C 2.40294 -0.19215 -1.86690 -0.04
C 1.91056 -1.24574 -1.05867 -0.22
C 2.60461 -2.46851 -1.20679 0.00
N 0.79098 -1.09819 -0.17456 -0.02
C 0.59864 -2.25713 0.79883 -0.41
C 1.86759 -2.43466 1.67404 -0.06
C 1.63316 -3.55793 2.69416 -0.26
C 1.22909 -4.84809 1.97278 -0.09
C -0.09308 -4.64141 1.22387 -0.26
C -1.18818 -4.19362 2.19162 -0.10
C -0.75087 -2.89444 2.86178 -0.26
C 0.52758 -3.13604 3.66088 -0.10
C -0.46633 -1.83536 1.78574 -0.16
C 0.09022 -3.56247 0.14593 -0.07
H 5.15505 -3.96343 -2.89817 0.09
H 3.63128 -4.75441 -2.50753 0.10
H 4.73536 -4.28403 -1.21838 0.10
H 4.88251 -1.71656 -3.57539 0.14
H 4.62018 0.47810 -4.36975 0.09
H 4.50868 1.51265 -2.95209 0.09
H 3.13254 1.35751 -4.04366 0.08
H 2.00900 0.79857 -1.75419 0.06
H 2.34404 -3.32675 -0.62617 0.08
H 2.03891 -1.48969 2.20097 0.14
H 2.76733 -2.62734 1.10519 0.11
H 2.56250 -3.71365 3.24435 0.16
H 1.12106 -5.65802 2.69573 0.14
H 2.01146 -5.15500 1.27370 0.13
H -0.39102 -5.56934 0.73311 0.15
H -1.36905 -4.95555 2.95099 0.14
H -2.13077 -4.05605 1.64876 0.12
H -1.53967 -2.52419 3.52361 0.14
H 0.34922 -3.91560 4.40390 0.14
H 0.82402 -2.23402 4.20341 0.13
H -0.12609 -0.91744 2.28248 0.11
H -1.38900 -1.64446 1.24549 0.05
H -0.88382 -3.37382 -0.33045 0.11
H 0.72867 -3.93225 -0.64654 0.11

***

[2]
98
Properties=species:S:1:pos:R:3:nbo_charge:R:1 method="wB97M-V/def2-TZVPD" spin_multiplicity=3 total_charge=+1 s2=2.01 homo_lumo_gap_ev="6.928 / 7.433" homo_ev="-8.90 / -11.47" energy_ha=-2656.15490 max_force_ha_per_bohr=0.0054 lumo_ha="-0.07248 / -0.14825" molar_mass_da=724.31
Pd 0.13680 -0.31876 0.49580 0.36
C -0.98573 3.04392 2.15020 -1.16
Si -0.35970 1.27416 2.23908 1.28
C 1.38247 1.39340 2.99251 -0.56
C 1.52266 1.91158 4.28213 -0.13
C 2.76779 2.17801 4.83203 -0.20
C 3.90509 1.97432 4.06899 -0.19
C 3.79070 1.48834 2.77626 -0.24
C 2.54862 1.16388 2.23051 -0.27
P 2.38917 0.54497 0.50410 0.95
C 2.73266 1.92297 -0.68808 -0.51
C 1.64815 3.01351 -0.66402 -0.40
C 1.93354 4.14451 0.32120 -0.41
C 3.29831 4.76546 0.05056 -0.40
C 4.37811 3.70600 0.22486 -0.40
C 4.15517 2.51516 -0.70794 -0.40
C 3.70050 -0.71612 0.02247 -0.51
C 3.01700 -1.92736 -0.67466 -0.40
C 3.73353 -3.24478 -0.38974 -0.40
C 3.75117 -3.55105 1.11291 -0.41
C 4.03623 -2.29220 1.95718 -0.41
C 4.67628 -1.20886 1.09915 -0.40
C -1.68967 0.24315 3.12198 -0.50
C -1.85856 0.29001 4.50483 -0.19
C -2.78531 -0.51840 5.15053 -0.18
C -3.57232 -1.38580 4.41419 -0.18
C -3.44223 -1.43443 3.03287 -0.20
C -2.52096 -0.62309 2.37633 -0.38
P -2.20060 -0.75115 0.57971 1.03
C -3.07344 -2.17160 -0.19020 -0.55
C -4.60479 -2.32573 0.02574 -0.41
C -4.98234 -3.69635 0.58954 -0.40
C -4.41912 -4.87116 -0.22097 -0.40
C -3.01014 -4.58176 -0.76837 -0.40
C -2.31965 -3.48736 0.04041 -0.40
C -2.81326 0.79189 -0.23209 -0.53
C -1.94609 1.07784 -1.46107 -0.39
C -2.20950 2.48433 -1.98795 -0.40
C -3.69082 2.64630 -2.33104 -0.40
C -4.57936 2.30328 -1.13690 -0.40
C -4.29261 0.90308 -0.58715 -0.40
H -1.09691 3.40163 3.17985 0.24
H -1.96079 3.13916 1.67446 0.24
H -0.27804 3.70364 1.64888 0.25
H 0.63951 2.12865 4.87197 0.20
H 2.84586 2.56636 5.83894 0.23
H 4.88260 2.20794 4.46996 0.23
H 4.68769 1.39572 2.18217 0.22
H 2.60600 1.36388 -1.62464 0.24
H 0.66872 2.56600 -0.46102 0.21
H 1.58484 3.44430 -1.66881 0.22
H 1.91692 3.76780 1.35000 0.20
H 1.14557 4.89696 0.24124 0.22
H 3.47707 5.60117 0.72871 0.22
H 3.32500 5.16754 -0.96774 0.20
H 4.37440 3.38258 1.26733 0.20
H 5.36759 4.12275 0.02802 0.22
H 4.90573 1.74564 -0.50906 0.21
H 4.33801 2.85020 -1.73413 0.22
H 4.27703 -0.18106 -0.73473 0.24
H 2.96411 -1.74748 -1.75026 0.22
H 1.97880 -2.02998 -0.34171 0.19
H 4.75088 -3.20769 -0.78584 0.20
H 3.23042 -4.05208 -0.92401 0.22
H 4.50585 -4.31258 1.31391 0.22
H 2.79323 -3.98566 1.40775 0.20
H 4.67868 -2.53446 2.80388 0.23
H 3.11189 -1.89435 2.38816 0.18
H 5.54636 -1.62688 0.58578 0.22
H 5.06179 -0.40100 1.71121 0.21
H -1.24322 0.95287 5.10144 0.21
H -2.88040 -0.47599 6.22766 0.23
H -4.28789 -2.02942 4.90828 0.23
H -4.06244 -2.11891 2.47140 0.22
H -2.91092 -1.91599 -1.24782 0.24
H -5.10718 -2.19320 -0.93450 0.22
H -5.00261 -1.54558 0.67488 0.21
H -6.07035 -3.76108 0.63886 0.23
H -4.63375 -3.79044 1.62237 0.19
H -5.09196 -5.12595 -1.04109 0.21
H -4.38485 -5.74647 0.42953 0.21
H -3.07035 -4.23955 -1.80605 0.20
H -2.41180 -5.49288 -0.77998 0.22
H -1.27851 -3.37133 -0.27001 0.22
H -2.31107 -3.74611 1.10443 0.20
H -2.59821 1.56175 0.51477 0.24
H -2.18415 0.35227 -2.24894 0.21
H -0.87472 0.92456 -1.22989 0.19
H -1.58773 2.68370 -2.86276 0.22
H -1.92926 3.21502 -1.21974 0.20
H -3.93664 1.98664 -3.16987 0.20
H -3.89198 3.66547 -2.66424 0.22
H -5.63197 2.38531 -1.41229 0.22
H -4.40690 3.03535 -0.34001 0.20
H -4.55147 0.15142 -1.33987 0.20
H -4.91903 0.71455 0.28753 0.22
O 0.61606 -2.59442 2.62526 -0.44
C 0.46914 -1.71425 1.93705 0.52

***

[3]
104
Properties=species:S:1:pos:R:3:lowdin_charge:R:1 method="wB97M-V/def2-TZVPD" spin_multiplicity=3 total_charge=+2 s2=2.06 homo_lumo_gap_ev="8.345 / 6.358" homo_ev="-12.52 / -13.48" energy_ha=-2682.81644 max_force_ha_per_bohr=0.0293 lumo_ha="-0.15340 / -0.26154" molar_mass_da=869.83
Au -0.16388 0.06809 -0.39719 0.77
C -3.86121 1.67330 2.38762 -0.10
C -2.87344 1.72328 1.22516 -0.51
C -3.43813 0.94967 0.03295 -0.14
P -1.17655 1.02482 1.58189 1.03
C -0.18959 2.21935 2.61878 -0.52
C -0.96835 3.10371 3.58697 -0.10
C 0.92998 1.43835 3.30748 -0.10
C -1.51757 -0.48310 2.53156 -0.27
C -2.08270 -0.45653 3.79735 -0.04
C -2.52968 -1.61884 4.43002 -0.23
C -3.14071 -1.60113 5.78721 -0.02
C -2.42707 -2.82429 3.72357 0.00
C -1.80825 -2.88579 2.50293 0.00
C -1.26307 -1.72766 1.90011 -0.29
N -0.54337 -1.78437 0.76336 0.00
C 0.20681 -2.83217 0.37629 -0.33
C 0.71839 -3.78199 1.29009 -0.01
C 1.51465 -4.81217 0.86560 0.00
C 1.83323 -4.96857 -0.48631 -0.23
C 2.71627 -6.07109 -0.93893 -0.02
C 1.34674 -4.02373 -1.39639 -0.03
C 0.58016 -2.94981 -0.98993 -0.28
P -0.09859 -1.69727 -2.12809 1.04
C -1.52339 -2.69444 -2.83832 -0.51
C -2.20405 -2.04199 -4.03404 -0.10
C -2.53670 -2.99314 -1.74102 -0.10
C 1.05736 -1.57099 -3.58544 -0.52
C 2.52614 -1.49048 -3.18778 -0.10
C 0.66922 -0.31557 -4.37378 -0.12
H -4.80364 2.11914 2.07638 0.09
H -3.51437 2.21606 3.26088 0.06
H -4.06921 0.64514 2.67195 0.08
H -2.69199 2.76740 0.93333 0.11
H -3.52344 -0.10950 0.27368 0.07
H -2.81779 1.05920 -0.85448 0.01
H -4.43444 1.31537 -0.20616 0.09
H 0.26530 2.86764 1.85292 0.10
H -1.36169 2.53383 4.42505 0.07
H -1.78236 3.62639 3.09066 0.07
H -0.29105 3.85466 3.99074 0.09
H 0.52829 0.75195 4.05242 0.08
H 1.61887 2.11667 3.80763 0.09
H 1.50457 0.86600 2.58033 0.03
H -2.18267 0.48548 4.31466 0.11
H -3.04542 -0.63299 6.27254 0.09
H -2.67796 -2.36429 6.41453 0.10
H -4.20286 -1.84882 5.72873 0.10
H -2.82709 -3.72669 4.16010 0.13
H -1.74569 -3.82222 1.97103 0.12
H 0.50576 -3.66092 2.34108 0.12
H 1.90459 -5.50933 1.59093 0.13
H 2.79728 -6.85007 -0.18675 0.09
H 3.71429 -5.67384 -1.12580 0.10
H 2.36162 -6.50002 -1.87301 0.09
H 1.58019 -4.14611 -2.44466 0.12
H -1.04669 -3.63187 -3.16168 0.12
H -2.65945 -1.09297 -3.75930 0.08
H -2.99501 -2.70112 -4.38569 0.09
H -1.52446 -1.88778 -4.86759 0.07
H -2.99881 -2.07415 -1.38649 0.07
H -2.07554 -3.50851 -0.90061 0.06
H -3.31885 -3.63487 -2.13815 0.09
H 0.88650 -2.46009 -4.20733 0.12
H 2.70309 -0.59675 -2.59376 0.04
H 3.14421 -1.43762 -4.08281 0.10
H 2.84827 -2.34429 -2.59911 0.06
H 1.09015 0.57395 -3.90680 0.06
H -0.41015 -0.18227 -4.41723 0.05
H 1.05645 -0.37679 -5.38879 0.09
N 4.35469 0.60239 -0.58505 0.15
C 3.06614 0.91093 -0.82559 -0.20
N 2.22674 0.31662 -0.01728 0.04
C 3.01023 -0.44284 0.82820 -0.24
C 2.67876 -1.26176 1.90313 -0.04
C 3.70579 -1.89437 2.56947 -0.06
C 5.04313 -1.72099 2.20270 -0.06
C 5.39794 -0.90509 1.15024 0.00
C 4.36540 -0.27201 0.47421 -0.18
H 5.16510 0.95903 -1.06512 0.18
H 2.77655 1.58285 -1.60901 0.11
H 1.65389 -1.37739 2.21162 0.09
H 3.47445 -2.53620 3.40472 0.11
H 5.81430 -2.22177 2.76576 0.11
H 6.42563 -0.76401 0.85791 0.12
C -1.53733 6.27880 -1.88950 -0.06
C -0.12325 6.20258 -2.45688 -0.40
C 0.91682 6.16329 -1.34015 -0.07
C 0.00670 5.02113 -3.43846 -0.10
N -0.31439 3.75356 -2.83725 -0.08
C 0.34941 3.02713 -1.92749 -0.11
N -0.35511 1.93767 -1.69155 -0.08
N -1.44147 2.02114 -2.45548 -0.01
N -1.42648 3.08627 -3.12518 0.10
H -1.60492 7.09134 -1.17264 0.09
H -1.81299 5.35663 -1.38036 0.07
H -2.26159 6.46165 -2.67799 0.09
H 0.06076 7.09713 -3.05805 0.15
H 0.71376 5.36111 -0.63144 0.06
H 0.88500 7.10144 -0.79330 0.09
H 1.92091 6.05042 -1.74373 0.08
H 1.02178 4.97456 -3.84444 0.14
H -0.69973 5.15550 -4.25994 0.14
H 1.28196 3.28275 -1.47719 0.12